Entry 1:
64
Properties=species:S:1:pos:R:3 method="wB97M-V/def2-TZVPD" lumo_ev=1.0 total_charge=-1
N 1.052 -4.296 1.415
C 1.822 -4.121 0.170
C 1.052 -3.468 -0.977
C 1.140 -1.934 -1.127
Ga 1.174 -0.753 0.537
C 2.185 1.035 0.287
C 2.659 1.389 -1.073
O 2.255 0.952 -2.126
C -0.700 -0.352 1.261
C -1.825 -0.339 0.195
C -3.038 -1.136 0.674
C -4.295 -0.923 -0.159
S -4.442 -2.031 -1.559
O -3.402 -3.010 -1.564
O -5.795 -2.501 -1.649
Cl -4.182 -0.760 -3.154
H 0.203 -3.746 1.369
H 0.789 -5.266 1.526
H 2.191 -5.103 -0.147
H 2.695 -3.507 0.401
H 0.005 -3.793 -0.954
H 1.458 -3.900 -1.905
H 2.069 -1.703 -1.658
H 0.329 -1.634 -1.797
H 1.972 -1.544 1.711
H 1.600 1.902 0.627
H 3.076 1.024 0.927
H 3.471 2.156 -1.122
H -0.950 -1.104 2.020
H -0.709 0.610 1.785
H -1.483 -0.705 -0.776
H -2.169 0.694 0.105
H -3.274 -0.841 1.700
H -2.785 -2.199 0.712
H -4.381 0.094 -0.535
H -5.210 -1.137 0.397
C -5.658 6.718 0.227
C -4.470 6.249 -0.317
C -4.083 4.934 -0.113
C -4.904 4.112 0.636
C -6.087 4.559 1.191
C -6.463 5.876 0.982
N -4.503 2.708 0.838
O -3.451 2.353 0.352
O -5.253 1.993 1.473
H -5.958 7.745 0.061
H -3.843 6.906 -0.904
H -3.161 4.554 -0.529
H -6.704 3.891 1.774
H -7.387 6.244 1.407
C 6.554 -2.670 -1.378
C 7.402 -1.570 -1.403
C 7.183 -0.506 -0.544
C 6.116 -0.572 0.332
C 5.251 -1.652 0.372
C 5.481 -2.708 -0.498
N 5.885 0.553 1.258
O 6.618 1.522 1.170
O 4.969 0.443 2.041
H 6.728 -3.500 -2.051
H 8.234 -1.540 -2.094
H 7.830 0.358 -0.554
H 4.410 -1.668 1.056
H 4.815 -3.559 -0.486

***

Entry 2:
59
Properties=species:S:1:pos:R:3 method="wB97M-V/def2-TZVPD" lumo_ev=0.8 smiles="CC[C@H](C(=O)N[C@H]1CCCCN(C(=O)c2sc(C)cc2Cl)CC1)N1CCCC1=O" total_charge=0
C -4.113 -2.788 -0.711
C -2.801 -2.040 -0.522
C -2.880 -0.578 -0.976
C -1.480 0.038 -0.894
O -0.689 -0.194 -1.797
N -1.188 0.785 0.188
C 0.177 1.265 0.393
C 0.349 2.598 -0.330
C 1.761 3.186 -0.361
C 2.866 2.191 -0.744
C 3.644 1.576 0.420
N 2.871 0.748 1.336
C 2.837 -0.607 1.317
O 2.027 -1.245 1.972
C 3.840 -1.337 0.481
S 3.286 -2.553 -0.597
C 4.882 -3.050 -0.990
C 5.130 -4.136 -1.987
C 5.803 -2.335 -0.290
C 5.199 -1.365 0.554
Cl 6.132 -0.368 1.612
C 1.948 1.408 2.257
C 0.463 1.280 1.888
N -3.960 0.168 -0.328
C -5.102 0.606 -1.122
C -5.942 1.416 -0.130
C -5.575 0.810 1.224
C -4.183 0.253 1.006
O -3.388 -0.067 1.879
H -4.007 -3.832 -0.417
H -4.912 -2.360 -0.101
H -4.436 -2.766 -1.755
H -2.498 -2.071 0.526
H -2.007 -2.507 -1.106
H -3.122 -0.555 -2.039
H -1.780 0.665 1.003
H 0.830 0.528 -0.081
H 0.021 2.436 -1.361
H -0.343 3.324 0.109
H 1.753 4.000 -1.089
H 2.007 3.659 0.594
H 2.453 1.393 -1.370
H 3.612 2.703 -1.358
H 4.452 0.978 0.010
H 4.110 2.373 1.008
H 6.200 -4.311 -2.085
H 4.660 -5.072 -1.682
H 4.738 -3.872 -2.970
H 6.871 -2.486 -0.358
H 2.088 0.974 3.249
H 2.256 2.450 2.309
H -0.089 2.094 2.371
H 0.093 0.342 2.303
H -4.767 1.200 -1.973
H -5.651 -0.259 -1.510
H -5.636 2.462 -0.161
H -7.005 1.368 -0.357
H -5.583 1.510 2.055
H -6.223 -0.030 1.490

***

Entry 3:
61
Properties=species:S:1:pos:R:3 method="wB97M-V/def2-TZVPD" lumo_ev=-3.4 total_charge=+1
O 1.768 -1.987 3.404
N 1.517 -1.800 2.244
O 0.744 -2.810 1.794
C -0.089 -2.406 0.675
C -1.153 -1.233 0.994
C -1.537 -0.881 2.507
C -2.604 -1.871 3.187
C -2.004 -3.376 3.244
C -2.442 -4.461 2.231
C -1.798 -5.874 2.306
C -0.746 -6.156 3.402
C -0.300 -5.059 4.423
C -0.932 -3.639 4.362
C -2.447 -1.624 0.064
C -2.976 -0.099 -0.221
N -1.834 0.873 -0.002
C -0.601 -0.028 0.026
C 0.762 0.706 0.422
C 2.062 0.186 -0.356
C 1.834 -0.155 -1.890
F 1.022 0.628 -2.772
C 2.420 -1.333 -2.473
F 3.294 -1.259 -3.594
F 2.211 -2.642 -1.971
H -0.668 -3.346 0.339
H 0.566 -2.109 -0.212
H -2.041 0.165 2.484
H -0.655 -0.783 3.221
H -3.626 -1.875 2.673
H -2.797 -1.588 4.284
H -3.207 -4.141 1.440
H -2.140 -6.628 1.513
H -0.270 -7.187 3.423
H 0.501 -5.235 5.225
H -0.604 -2.801 5.078
H -3.347 -2.101 0.574
H -2.176 -2.232 -0.878
H -3.283 0.121 -1.300
H -3.809 0.308 0.447
H -1.934 1.508 0.808
H -1.590 1.531 -0.769
H -0.698 -0.532 -1.002
H 0.636 1.830 0.178
H 0.956 0.662 1.559
H 2.872 1.005 -0.256
H 2.544 -0.755 0.113
C 1.831 3.285 -4.461
C 3.037 3.994 -3.876
O 2.885 5.416 -3.947
C 2.062 5.955 -3.035
O 1.461 5.356 -2.173
O 2.003 7.277 -3.259
C 1.079 7.966 -2.417
H 1.632 3.637 -5.476
H 1.991 2.205 -4.484
H 0.931 3.485 -3.875
H 3.923 3.744 -4.463
H 3.233 3.678 -2.847
H 1.271 7.760 -1.363
H 0.056 7.690 -2.684
H 1.204 9.036 -2.588

***

Entry 4:
72
Properties=species:S:1:pos:R:3 method="wB97M-V/def2-TZVPD" lumo_ev=3.7 total_charge=-2
Na 0.236 0.080 -0.083
C 2.870 4.154 3.663
Si 2.222 3.747 1.918
C 0.344 3.790 2.089
C 2.689 5.245 0.850
N 2.652 2.267 1.266
C 3.873 1.760 1.089
C 5.116 2.370 1.428
C 6.347 1.766 1.213
C 6.444 0.510 0.633
C 5.255 -0.126 0.260
C 4.049 0.484 0.480
F 2.932 -0.178 0.070
H 2.432 5.092 4.022
H 3.957 4.258 3.696
H 2.594 3.361 4.362
H -0.017 4.764 2.435
H 0.045 3.026 2.813
H -0.096 3.551 1.117
H 2.279 6.178 1.252
H 2.302 5.106 -0.162
H 3.774 5.355 0.779
H 5.087 3.358 1.875
H 7.248 2.297 1.506
H 7.401 0.033 0.468
H 5.254 -1.105 -0.205
N -2.325 1.796 2.193
C -3.051 1.183 1.007
C -4.553 1.340 1.147
P -2.419 -0.568 1.033
O -3.458 -1.152 2.139
O -2.585 -1.213 -0.285
O -1.062 -0.419 1.673
P -2.390 2.098 -0.468
O -2.732 3.600 0.178
O -3.224 1.871 -1.664
O -0.906 1.952 -0.408
H -2.877 1.711 3.043
H -2.082 2.773 2.015
H -1.465 1.206 2.282
H -4.920 0.860 2.057
H -5.022 0.852 0.294
H -4.842 2.393 1.132
H -3.267 -2.089 2.290
H -2.341 4.290 -0.367
C -0.470 -3.228 -4.370
N -0.431 -2.071 -3.498
C -1.597 -1.192 -3.409
C 0.615 -1.798 -2.692
C 1.770 -2.769 -2.656
O 0.628 -0.770 -2.021
H -1.213 -3.049 -5.147
H -0.735 -4.144 -3.842
H 0.492 -3.377 -4.862
H -2.407 -1.639 -3.984
H -1.372 -0.201 -3.805
H -1.919 -1.079 -2.374
H 1.423 -3.798 -2.566
H 2.371 -2.517 -1.788
H 2.379 -2.665 -3.558
F -5.186 -5.349 -1.596
C -3.935 -5.147 -1.129
C -2.831 -5.539 -1.864
F -3.014 -6.136 -3.062
C -1.558 -5.334 -1.373
F -0.538 -5.777 -2.143
C -1.283 -4.717 -0.142
S 0.302 -4.423 0.446
C -2.440 -4.363 0.567
F -2.320 -3.804 1.792
C -3.721 -4.559 0.104
F -4.780 -4.183 0.847

***

Entry 5:
57
Properties=species:S:1:pos:R:3 method="wB97M-V/def2-TZVPD" lumo_ev=-7.3 total_charge=+2
C -1.641 3.427 -2.240
C -1.417 2.082 -1.994
C -0.112 1.536 -2.272
C 0.947 2.403 -2.749
C 0.656 3.782 -2.991
C -0.611 4.273 -2.750
C 2.219 1.829 -2.929
C 2.440 0.473 -2.627
C 1.301 -0.302 -2.177
C 1.467 -1.688 -1.820
C 2.728 -2.255 -1.926
C 3.847 -1.499 -2.387
C 3.714 -0.169 -2.730
H -2.627 3.857 -2.031
H 1.453 4.439 -3.357
H -0.834 5.330 -2.934
H 3.049 2.448 -3.290
H 2.872 -3.305 -1.649
H 4.824 -1.988 -2.459
H 4.578 0.414 -3.070
N 0.075 0.227 -2.040
Hf -0.195 0.160 1.473
C -2.438 1.177 -1.368
H -2.352 0.160 -1.784
H -3.461 1.563 -1.525
C 0.272 -2.413 -1.284
H -0.633 -2.101 -1.831
H 0.395 -3.508 -1.362
P -2.196 1.005 0.496
P -0.070 -2.015 0.536
C 1.249 -3.063 1.315
H 1.101 -3.071 2.408
H 1.241 -4.100 0.932
H 2.229 -2.601 1.110
C -1.553 -3.122 0.766
H -1.344 -4.162 0.455
H -1.852 -3.116 1.828
H -2.392 -2.730 0.167
C -2.605 2.726 1.036
H -3.549 3.088 0.589
H -2.680 2.735 2.135
H -1.773 3.388 0.747
C -3.776 0.122 0.927
H -3.839 0.009 2.022
H -4.662 0.675 0.568
H -3.768 -0.884 0.475
H 0.608 0.828 0.321
H -0.262 1.633 2.210
C -0.019 -0.505 4.482
C 1.289 -0.838 3.826
N 2.315 -1.348 4.546
O 1.424 -0.654 2.624
H 0.004 -0.737 5.567
H -0.831 -1.097 4.010
H -0.237 0.576 4.360
H 3.210 -1.578 4.088
H 2.221 -1.514 5.558

***

Entry 6:
55
Properties=species:S:1:pos:R:3 method="wB97M-V/def2-TZVPD" lumo_ev=-7.9 total_charge=+2
C 0.643 1.910 3.952
C 1.061 2.347 2.648
C -0.116 2.523 1.846
H 2.077 2.652 2.385
C -1.260 2.158 2.633
C -0.795 1.779 3.938
H -1.421 1.665 4.827
H 1.266 1.894 4.852
H -0.146 2.969 0.851
H -2.308 2.308 2.363
Hf 0.076 0.250 2.408
C -0.256 -0.043 0.254
H -1.173 0.426 -0.137
H -0.312 -1.108 -0.013
H 0.570 0.376 -0.342
Si -0.498 -1.412 -3.131
C 1.233 -1.246 -3.753
C 1.902 -0.024 -3.562
H 1.383 0.818 -3.092
C 3.232 0.119 -3.973
H 3.747 1.068 -3.798
C 3.895 -0.938 -4.599
H 4.938 -0.826 -4.911
C 3.219 -2.147 -4.827
H 3.736 -2.969 -5.324
C 1.892 -2.299 -4.416
H 1.355 -3.232 -4.607
C -1.527 0.006 -3.730
C -1.320 0.636 -4.974
H -0.564 0.255 -5.666
C -2.074 1.765 -5.320
H -1.891 2.265 -6.275
C -3.046 2.263 -4.450
H -3.616 3.159 -4.709
C -3.293 1.605 -3.237
H -4.053 1.982 -2.552
C -2.561 0.465 -2.893
H -2.773 -0.069 -1.961
H -0.558 -1.622 -1.678
H -1.080 -2.646 -3.703
N 1.661 -0.805 3.653
C 1.200 -1.731 4.771
C 0.051 -1.147 5.577
C -1.344 -1.292 5.001
N -1.427 -0.987 3.508
H 2.299 -1.328 3.038
H 2.289 -0.082 4.043
H 0.955 -2.695 4.315
H 2.068 -1.891 5.422
H 0.044 -1.668 6.541
H 0.249 -0.090 5.848
H -1.738 -2.305 5.133
H -2.042 -0.610 5.500
H -2.347 -0.566 3.306
H -1.501 -1.887 3.021

***

Entry 7:
70
Properties=species:S:1:pos:R:3 method="wB97M-V/def2-TZVPD" lumo_ev=-2.7 total_charge=0
Hg -14.250 -3.822 -10.862
C -10.257 -3.227 -11.744
O -9.989 -1.944 -12.102
O -11.077 -3.717 -10.926
O -15.711 -5.346 -10.718
C -15.679 0.798 -5.931
C -15.130 -0.447 -6.516
C -15.437 -1.780 -5.841
O -15.335 -2.675 -6.959
C -15.711 -1.946 -8.127
O -16.054 -2.364 -9.190
O -15.658 -0.605 -7.858
H -15.404 1.708 -6.460
H -15.186 0.959 -4.992
H -16.772 0.747 -5.904
H -14.058 -0.381 -6.737
H -16.425 -1.798 -5.393
H -14.729 -1.977 -5.047
C -8.972 0.240 -8.871
C -10.469 0.409 -8.998
C -11.060 0.664 -10.356
O -12.439 0.333 -10.105
C -12.402 -0.881 -9.343
O -13.211 -1.633 -9.069
O -11.098 -0.858 -8.761
H -8.389 1.047 -9.324
H -8.731 -0.734 -9.355
H -8.668 0.139 -7.819
H -10.842 1.172 -8.237
H -10.672 -0.076 -11.074
H -10.962 1.660 -10.746
C -18.192 1.395 -12.347
C -16.804 0.735 -12.430
C -15.967 0.583 -11.168
O -15.220 -0.600 -11.361
C -16.005 -1.477 -12.121
O -15.942 -2.651 -12.170
O -17.017 -0.748 -12.770
H -18.082 2.459 -12.197
H -18.776 1.001 -11.517
H -18.723 1.188 -13.231
H -16.218 1.116 -13.278
H -16.491 0.567 -10.235
H -15.216 1.404 -11.197
C -12.225 -3.212 -16.566
C -13.006 -2.025 -15.949
C -14.475 -2.447 -15.790
O -14.345 -3.109 -14.512
C -13.397 -2.559 -13.759
O -13.197 -2.659 -12.602
O -12.614 -1.772 -14.548
H -11.177 -3.256 -16.168
H -12.237 -3.255 -17.681
H -12.724 -4.104 -16.217
H -12.906 -1.065 -16.477
H -14.827 -3.225 -16.474
H -15.204 -1.630 -15.667
C -18.474 -6.509 -12.020
C -18.801 -5.182 -12.679
C -17.719 -4.702 -13.667
O -18.167 -5.206 -14.917
C -19.531 -5.448 -14.904
O -20.202 -5.730 -15.827
O -19.935 -5.261 -13.588
H -17.531 -6.361 -11.488
H -18.115 -7.195 -12.769
H -19.266 -6.968 -11.440
H -18.934 -4.420 -11.947
H -16.703 -5.103 -13.551
H -17.731 -3.602 -13.631

***

Entry 8:
55
Properties=species:S:1:pos:R:3 method="wB97M-V/def2-TZVPD" spin_multiplicity=5 lumo_ev="-5.8 / -10.6" total_charge=+2
C 0.762 2.641 1.799
C -0.174 2.313 0.774
C -1.304 1.742 1.400
H -0.050 2.490 -0.288
C -1.061 1.655 2.807
C 0.219 2.223 3.054
H 0.706 2.297 4.028
H 1.751 3.066 1.642
H -2.242 1.496 0.915
H -1.746 1.261 3.571
Pt -0.979 -2.017 0.931
C -2.516 -2.220 -0.243
H -3.309 -1.569 0.160
H -2.884 -3.237 -0.179
H -2.345 -1.984 -1.302
Si -0.007 -0.681 -3.044
C 1.661 -0.516 -2.279
C 2.171 0.683 -1.728
H 1.487 1.414 -1.299
C 3.552 0.914 -1.799
H 3.952 1.895 -1.492
C 4.394 -0.116 -2.242
H 5.448 0.095 -2.407
C 3.911 -1.422 -2.410
H 4.597 -2.255 -2.594
C 2.532 -1.629 -2.342
H 2.098 -2.625 -2.382
C -0.896 0.910 -2.827
C -0.403 1.983 -3.600
H 0.631 1.970 -3.954
C -1.235 3.063 -3.899
H -0.929 3.810 -4.634
C -2.484 3.174 -3.271
H -3.139 4.024 -3.498
C -2.924 2.173 -2.387
H -3.913 2.256 -1.915
C -2.125 1.047 -2.139
H -2.419 0.290 -1.403
H -0.321 -2.172 -0.600
H 0.017 -1.148 -4.422
N 0.816 -1.187 1.695
C 1.383 -2.086 2.754
C 0.247 -2.683 3.562
C -0.869 -1.713 3.936
N -1.845 -1.597 2.789
H 0.708 -0.233 2.065
H 1.491 -1.088 0.927
H 1.900 -2.886 2.214
H 2.116 -1.537 3.366
H -0.169 -3.525 2.992
H 0.656 -3.073 4.500
H -1.444 -2.085 4.795
H -0.528 -0.698 4.166
H -2.296 -0.683 2.811
H -2.652 -2.219 2.929